Computed, not measured: a cluster of 2 separate species, C14H16 in total, with ωB97M-V/def2-TZVPD.

Structure (XYZ):
```
30
C14H16 (ωB97M-V/def2-TZVPD)
C -1.62076 3.29485 -3.04176
C 0.20227 2.07949 -0.00962
C -0.52224 1.04948 0.52155
C -0.06693 2.85953 -1.12786
C -1.30703 2.61036 -1.71329
C -1.73220 0.79530 -0.09919
C -2.10890 1.50706 -1.31441
H 1.06526 2.34458 0.61547
H -0.47440 0.33238 1.40887
H 0.64494 3.49345 -1.59717
H -2.31752 -0.01753 0.24483
H -1.39274 2.65802 -3.91419
H -1.26112 4.26774 -3.25598
H -3.05359 1.31515 -1.82300
H -2.72730 3.57195 -3.04549
C 2.25453 -1.55008 -0.57374
C 1.42540 -2.00501 0.57647
C 1.55264 -1.28273 1.76180
C 0.54872 -3.02614 0.60205
C 0.94698 -1.59642 2.95718
C -0.08225 -3.45205 1.79018
C 0.17202 -2.78904 3.00847
H 2.19282 -2.27673 -1.30866
H 3.33660 -1.29497 -0.39116
H 2.42901 -0.48697 1.77823
H 0.19299 -3.38463 -0.52383
H 0.89778 -0.93651 3.78546
H -0.72555 -4.29794 1.63874
H -0.33059 -3.14669 3.88475
H 1.86115 -0.63588 -0.83472
```

Summary:
F_max, Eh/bohr: 0.0828
Spin multiplicity: 1
Charge: 0
Total energy, hartree: -542.9866
Energy above the lowest of the compared OMol25 structures with the same formula, charge and spin, kJ/mol: 226.5
HOMO energy, eV: -8.96
Gap between HOMO and LUMO, eV: 9.867

Results of the Mulliken charge analysis, in e, for atoms 1 through 8:
1. C -1.412
2. C -0.129
3. C -0.159
4. C -0.663
5. C 0.879
6. C -0.583
7. C -0.651
8. H 0.297